(1)
The following is a quantum chemistry calculation of a structure of composition C29H41IIrN5, from OMol25.

Geometry as ORCA input:
```
! wB97M-V def2-TZVPD RIJCOSX def2/J DEFGRID3
* xyz 4 1
Ir -0.5123 1.0390 0.3108
C 6.0578 -0.7979 1.8919
C 5.5620 -0.5659 0.4659
C 6.3461 0.5999 -0.1701
C 5.7731 -1.8460 -0.3665
C 4.0949 -0.1997 0.4266
C 3.4348 -0.0129 -0.7984
C 2.1060 0.3307 -0.8378
N 1.3951 0.5073 0.2932
C 1.9820 0.3011 1.5005
C 3.3174 -0.0321 1.5802
C 1.0677 0.4500 2.6455
C 1.3866 0.2028 3.9637
C 0.4251 0.3454 4.9750
C -0.8589 0.7358 4.5610
C -1.1290 0.9667 3.2335
N -0.1789 0.8406 2.2886
C 0.7183 0.0750 6.4346
C -0.1482 -1.1246 6.8712
C 2.1924 -0.2477 6.6730
C 0.3249 1.3201 7.2519
H 7.1121 -1.0675 1.8594
H 5.5342 -1.6220 2.3821
H 5.9806 0.0993 2.5114
H 7.4089 0.3612 -0.1441
H 6.2021 1.5308 0.3827
H 6.0730 0.7597 -1.2141
H 6.8219 -2.1328 -0.3021
H 5.5431 -1.6995 -1.4221
H 5.1763 -2.6764 0.0134
H 3.9558 -0.1537 -1.7356
H 1.5703 0.4450 -1.7709
H 3.7612 -0.1886 2.5528
H 2.3869 -0.1162 4.2177
H -1.6606 0.8465 5.2783
H -2.1196 1.2538 2.8970
H 0.1103 -2.0282 6.3168
H -1.2145 -0.9279 6.7512
H 0.0317 -1.3175 7.9283
H 2.5029 -1.1686 6.1741
H 2.3520 -0.4002 7.7391
H 2.8504 0.5692 6.3656
H -0.7450 1.5266 7.2127
H 0.8687 2.2082 6.9237
H 0.5794 1.1444 8.2963
I -1.6931 0.8676 -2.1487
C -2.1571 -0.8372 -0.9901
C -2.9901 -1.8603 -1.3453
C -3.0949 -2.9147 -0.4333
C -2.3678 -2.8806 0.7490
C -1.5597 -1.7940 1.0231
N -1.4670 -0.7630 0.1596
H -3.5310 -1.8599 -2.2824
H -3.7363 -3.7580 -0.6597
H -2.4207 -3.6957 1.4579
H -0.9729 -1.7276 1.9286
C 1.3027 5.0773 1.4668
C 1.1334 3.5440 1.3924
N 0.1512 3.1565 0.3304
C 0.7229 3.5840 -0.9845
C 1.1179 5.0764 -0.9752
N 0.5970 5.6820 0.2924
C -0.8791 5.4492 0.4114
C -1.1089 3.9293 0.5674
H 2.3487 5.3738 1.4217
H 0.8623 5.5001 2.3680
H 0.7763 3.1766 2.3500
H 2.0810 3.0607 1.1607
H -0.0278 3.4051 -1.7521
H 1.5912 2.9637 -1.1969
H 0.6778 5.6161 -1.8116
H 2.1956 5.2273 -0.9962
H 0.7726 6.6909 0.2763
H -1.3525 5.8531 -0.4816
H -1.2393 6.0047 1.2749
H -1.8584 3.6022 -0.1538
H -1.4635 3.6920 1.5706
*
```

Summary:
Strongest force on any atom   0.015 hartree/bohr
Energy above the lowest of the compared OMol25 structures with the same formula, charge and spin   0.000 eV
Kohn-Sham gap   7.32 eV

---

(2)
The following is a quantum chemistry calculation of a cluster of 2 separate species, C29H41N4O6 in total at a distorted geometry, from OMol25.

Geometry as ORCA input:
```
! wB97M-V def2-TZVPD RIJCOSX def2/J DEFGRID3
* xyz -1 1
C 0.4709 5.3390 -2.3338
C 1.2985 5.6373 -0.9119
C 2.4874 4.4925 -0.7022
N 1.7672 3.1757 -0.5065
N 2.2310 2.4611 0.5852
C 1.6571 2.9667 1.8905
C 2.0968 0.9646 0.4195
C 2.9469 0.3158 -0.8209
C 2.2942 0.5267 -2.3082
C 1.7975 -0.8865 -3.0333
C 2.9994 -1.9884 -3.2177
N 2.7641 -3.2294 -2.3335
O 2.5411 0.3692 1.7236
C 3.9950 0.4844 1.8897
C 4.7771 -0.9860 1.7346
N 3.8708 -2.0154 2.3751
C 4.6613 -3.1966 2.9446
C 3.6434 -4.4405 3.2783
C 2.0320 -3.9988 3.2651
O 3.8957 -4.9590 4.6559
C 0.5085 0.4615 0.2682
O 0.0848 -0.5798 1.0376
O -0.4875 1.0980 -0.6058
H 0.8866 4.3443 -2.8417
H 0.5819 6.2654 -3.0748
H -0.6989 5.2343 -2.1539
H 1.7087 6.7302 -0.9910
H 0.5808 5.6098 0.0350
H 3.2554 4.7673 0.1419
H 3.1111 4.5133 -1.7198
H 0.7490 3.4013 -0.2975
H 1.4048 4.1330 1.8573
H 2.5245 2.8721 2.7025
H 0.7234 2.3781 2.2844
H 3.0571 -0.8421 -0.6282
H 4.0648 0.7295 -0.8870
H 3.1520 0.9463 -3.0246
H 1.4304 1.3261 -2.3599
H 0.8419 -1.2824 -2.4860
H 1.4661 -0.5657 -4.1327
H 2.9981 -2.3174 -4.3640
H 4.0902 -1.5497 -3.0282
H 3.5694 -3.3593 -1.6674
H 2.7010 -4.0901 -2.9333
H 4.5118 1.3192 1.2546
H 4.1745 0.7888 3.0302
H 4.9426 -1.1537 0.5653
H 5.8462 -0.9670 2.2122
H 3.4688 -1.5509 3.2310
H 5.0936 -2.8316 3.9935
H 5.6003 -3.4879 2.2998
H 3.7877 -5.3035 2.4663
H 1.7684 -3.2425 4.1403
H 1.6898 -3.5977 2.1994
H 1.3658 -4.9602 3.4655
H 3.0103 -5.1419 5.0938
C -2.5116 -2.0258 -0.9757
C -2.5850 -1.2585 -2.1380
C -3.7074 -0.4651 -2.3812
C -4.7658 -0.4482 -1.4647
C -4.7030 -1.2343 -0.3148
C -3.5680 -2.0162 -0.0638
C -5.8347 -1.2624 0.6342
O -5.7789 -1.9499 1.6463
C -7.0373 -0.4573 0.3414
C -8.1406 -0.5194 1.2027
C -9.2769 0.2490 0.9405
C -9.3112 1.0863 -0.1743
C -8.2158 1.1458 -1.0370
C -7.0804 0.3648 -0.7836
C -5.9411 0.4077 -1.7215
O -5.9723 1.1398 -2.7039
H -1.6329 -2.6370 -0.7816
H -1.7671 -1.2758 -2.8548
H -3.7555 0.1353 -3.2881
H -3.5060 -2.6220 0.8386
H -8.1207 -1.1681 2.0770
H -10.1344 0.1953 1.6077
H -10.1933 1.6904 -0.3749
H -8.2517 1.7981 -1.9080
*
```

Summary:
Strongest force on any atom   0.143 hartree/bohr
Kohn-Sham gap   5.76 eV

---

(3)
The following is a quantum chemistry calculation of a structure of composition C29H42AlN9P2S2, from OMol25.

Geometry as ORCA input:
```
! wB97M-V def2-TZVPD RIJCOSX def2/J DEFGRID3
* xyz 2 1
Al 0.8335 -0.0913 1.7538
N 0.2725 -2.4063 5.2474
C 0.8050 -1.6148 4.3100
S 0.0297 -0.0833 3.9787
N 1.8873 -2.0250 3.6832
N 2.2689 -1.0414 2.7893
C 3.4466 -0.5737 2.8425
C 3.5979 0.7588 2.2647
C 4.7967 1.4401 2.2625
C 4.7844 2.8080 2.0118
C 3.5696 3.4327 1.8112
C 2.4121 2.6651 1.8002
N 2.4129 1.3482 1.9892
H -0.4994 -2.0759 5.7999
H 0.7848 -3.2120 5.5688
H 4.2169 -1.0162 3.4668
H 5.7154 0.9190 2.4963
H 5.7059 3.3747 2.0161
H 3.5029 4.5017 1.6664
H 1.4519 3.1290 1.6488
C 2.3397 1.9168 -1.1260
P 1.5049 0.3238 -0.7947
C -0.0626 0.7261 -1.6666
N -0.0591 0.7391 -2.9703
C -1.1565 1.2311 -3.6069
C -1.2162 1.2209 -5.0172
C -2.2915 1.7804 -5.6452
C -3.3405 2.3749 -4.9023
C -3.3087 2.3925 -3.5379
C -2.2150 1.8060 -2.8632
N -2.1976 1.7765 -1.5037
C -1.1915 1.1951 -0.9135
P -1.2284 1.0989 0.9303
C -1.2063 2.8947 1.2694
C -2.9131 0.5150 1.6072
C -3.1932 1.3417 2.8721
C -2.9067 -0.9633 2.0193
C -4.0573 0.7274 0.6160
C 2.5208 -0.8928 -1.7811
C 3.1235 -0.2747 -3.0454
C 3.6477 -1.3237 -0.8322
C 1.6840 -2.1103 -2.1666
H 2.3471 2.0878 -2.2015
H 3.3637 1.9189 -0.7510
H 1.7886 2.7318 -0.6597
H -0.3973 0.7771 -5.5678
H -2.3451 1.7813 -6.7256
H -4.1749 2.8178 -5.4293
H -4.1016 2.8362 -2.9504
H -2.1423 3.3510 0.9486
H -0.4159 3.3484 0.6751
H -1.0417 3.1038 2.3259
H -2.4192 1.2146 3.6325
H -4.1301 0.9822 3.3009
H -3.3219 2.4018 2.6630
H -2.0674 -1.2187 2.6612
H -2.9251 -1.6304 1.1619
H -3.8222 -1.1444 2.5859
H -4.2011 1.7717 0.3574
H -4.9706 0.3604 1.0924
H -3.9120 0.1641 -0.3053
H 3.8272 0.5266 -2.8188
H 2.3542 0.1050 -3.7147
H 3.6816 -1.0528 -3.5712
H 4.2479 -0.4726 -0.4945
H 4.3200 -2.0050 -1.3577
H 3.2562 -1.8493 0.0433
H 0.8312 -1.8336 -2.7889
H 1.3376 -2.6483 -1.2869
H 2.3094 -2.7972 -2.7407
C -3.7123 -3.0470 -1.3919
C -2.4145 -2.2921 -1.6815
C -1.3838 -2.4743 -0.6157
N -0.8287 -1.5152 0.0277
N 0.1130 -1.9014 0.9608
C 0.2681 -3.2241 0.9777
N 1.1592 -3.9196 1.6814
S -0.8057 -4.0346 -0.1161
H -4.4359 -2.8613 -2.1836
H -4.1523 -2.7278 -0.4468
H -3.5480 -4.1245 -1.3443
H -2.5947 -1.2187 -1.7700
H -1.9891 -2.6239 -2.6327
H 1.6314 -3.4721 2.4753
H 1.1451 -4.9248 1.6266
*
```

Summary:
Strongest force on any atom   0.007 hartree/bohr
Energy above the lowest of the compared OMol25 structures with the same formula, charge and spin   0.000 eV
Kohn-Sham gap   7.56 eV

---

(4)
The following is a quantum chemistry calculation of a cluster of 2 separate species, C29H42Br2F9N2O5S4 in total at a distorted geometry, from OMol25.

Geometry as ORCA input:
```
! wB97M-V def2-TZVPD RIJCOSX def2/J DEFGRID3
* xyz 1 1
C -2.4253 -7.2297 3.5766
C -2.0047 -6.4081 2.6418
C -1.6143 -5.3368 1.4758
C -2.9881 -4.9763 0.7105
C -2.9011 -3.7119 -0.2995
C -1.4860 -2.9179 -0.2438
C -1.3475 -1.8923 0.9756
C -2.4866 -1.6801 2.1040
C -3.2669 -0.2919 1.8073
C -4.8502 -0.5185 1.5877
S -5.6783 0.9491 0.7597
C -7.2968 1.3057 1.5997
S -7.2285 1.8078 3.2228
N -8.6411 1.1785 0.9820
C -9.0364 2.3967 0.1999
C -9.2673 3.7128 1.1241
C -8.7475 -0.0169 0.0855
C -8.4879 -1.4336 0.8218
C -0.0079 -1.0352 1.1474
C 1.0954 -1.2711 0.0454
C 2.4962 -0.4862 0.1053
C 2.5035 0.8383 1.0269
C 4.0724 1.3062 1.2046
C 4.2730 2.8135 0.6790
C 5.8427 3.2680 0.5520
F 6.4221 3.3313 1.8542
F 5.7415 4.6709 0.1178
C 6.6375 2.5063 -0.6017
F 7.2583 3.5041 -1.4685
F 5.6460 1.8605 -1.4559
S 7.9386 1.2652 -0.1595
F 8.8040 1.7219 -1.5632
F 8.8733 2.3274 0.7271
F 7.1268 0.6450 1.1607
F 7.1428 0.1247 -1.1607
F 9.1168 0.0984 0.0926
C 0.8389 -2.3209 -1.1328
O 1.9184 -2.4288 -2.0852
N -0.4025 -3.1195 -1.2405
C -0.5216 -4.1146 -2.3656
Br -0.4727 -3.2166 -4.1798
C 0.6632 -5.2727 -2.3033
C 0.0535 -6.7691 -2.2524
Br 1.7154 -5.1816 -4.0312
H -2.5508 -8.1193 4.2968
H -0.9235 -5.9001 0.7495
H -1.1222 -4.4484 2.0135
H -3.4157 -5.8851 0.1207
H -3.7945 -4.7366 1.5137
H -3.7145 -2.9555 0.0568
H -3.2169 -3.9918 -1.3826
H -1.9147 -1.5561 3.1110
H -3.1951 -2.5910 2.1869
H -3.0709 0.4141 2.7033
H -2.7854 0.1906 0.8719
H -5.3750 -0.6451 2.6169
H -5.0351 -1.4495 0.9364
H -8.3072 2.6194 -0.6791
H -10.0562 2.1554 -0.2934
H -9.4759 3.3451 2.2006
H -8.3620 4.4238 1.1216
H -10.2435 4.2554 0.7876
H -9.8446 -0.0481 -0.3041
H -8.0803 0.0827 -0.8631
H -9.5233 -1.9188 1.0285
H -7.9607 -2.1249 0.0498
H -7.9025 -1.3624 1.8071
H 0.0778 -0.3347 2.0488
H 3.3550 -1.1688 0.5044
H 2.7682 -0.1546 -0.9704
H 1.9560 0.7404 2.0304
H 1.9967 1.6968 0.4191
H 4.6765 0.6153 0.5119
H 4.3416 1.2227 2.3171
H 3.7095 3.0607 -0.3023
H 3.8303 3.5422 1.4753
H 2.1443 -1.5282 -2.4440
H -1.5048 -4.7029 -2.3695
H 1.4253 -5.0824 -1.4667
H -0.5490 -6.9504 -1.2913
H -0.5694 -6.9627 -3.2124
H 0.9502 -7.5002 -2.3057
C 7.6323 7.1138 -1.2988
C 8.0364 6.5429 -2.6463
O 7.6727 7.5392 -3.5998
S 7.8271 9.0057 -2.9145
O 9.0981 9.5495 -3.2967
O 6.5935 9.7158 -3.0832
O 7.9329 8.5071 -1.3707
H 6.5567 7.0047 -1.1324
H 8.1759 6.6488 -0.4747
H 7.5343 5.5998 -2.8649
H 9.1198 6.4003 -2.7042
*
```

Summary:
Strongest force on any atom   0.129 hartree/bohr
Kohn-Sham gap   5.55 eV

---

(5)
The following is a quantum chemistry calculation of a structure of composition C29H42Br42O9P2 at a distorted geometry, from OMol25.

Geometry as ORCA input:
```
! wB97M-V def2-TZVPD RIJCOSX def2/J DEFGRID3
* xyz 0 1
C -2.3649 0.1881 5.9848
C -1.0580 0.8186 6.4741
O -0.5387 1.8282 5.6018
C -0.4052 1.4049 4.3180
O -1.0654 1.9350 3.4598
C 0.5109 0.2343 4.0746
C 1.2072 0.2446 2.6998
C 2.7478 0.2753 2.8474
C 3.4530 -0.4746 1.6986
C 3.5923 -1.9952 1.7973
C 3.7190 -2.6034 3.2110
P 2.2425 -3.5219 3.7308
O 2.3431 -4.8578 3.1478
O 0.9392 -2.7543 3.2100
C -0.2935 -3.3596 3.6358
C -1.3787 -3.0526 2.6322
O 2.2246 -3.5529 5.3311
C 1.9936 -2.2746 5.9258
C 2.1514 -2.3284 7.4323
O 2.5924 -0.0752 0.5633
C 2.9581 1.1621 0.2194
O 2.3706 1.9180 -0.4646
O 4.1910 1.4885 0.7847
C 4.7086 0.2101 1.1792
P 5.3890 -0.4730 -0.4408
O 4.5377 -1.5067 -1.0612
H -2.9278 -0.1267 6.8625
H -2.1997 -0.7043 5.3836
H -2.9500 0.9288 5.4469
H -0.3165 0.0295 6.6375
H -1.2476 1.2587 7.4471
H 1.2256 0.2088 4.8948
H -0.0989 -0.6682 4.1264
H 0.9193 1.1282 2.1452
H 0.8594 -0.6202 2.1478
H 3.0258 -0.1000 3.8324
H 3.0324 1.3276 2.8388
H 4.5108 -2.2570 1.2800
H 2.7997 -2.4776 1.2295
H 4.4769 -3.3816 3.1538
H 4.0568 -1.9093 3.9798
H -0.2055 -4.4422 3.7225
H -0.6220 -2.9953 4.6143
H -1.2927 -3.6659 1.7370
H -1.4178 -1.9984 2.3560
H -2.3541 -3.2985 3.0525
H 2.6551 -1.4961 5.5347
H 0.9791 -1.9383 5.7070
H 1.9408 -1.3420 7.8428
H 3.1303 -2.6846 7.7366
H 1.3590 -2.9767 7.8070
H 5.5395 0.2138 1.8857
H 6.6136 -1.0959 -0.0955
H 5.6358 0.6202 -1.2918
C -0.9344 0.9375 -2.2620
Br -2.5640 0.9111 -1.2352
Br 0.1833 -0.5637 -1.8511
Br -1.2825 1.0784 -4.1468
H -0.3956 1.8283 -1.9682
C -5.1349 1.8882 1.7327
Br -5.5120 -0.0008 1.6941
Br -6.5710 2.9083 0.9515
Br -4.7121 2.4996 3.5041
H -4.2576 2.0524 1.1220
C 4.8516 2.0594 -4.2021
Br 3.4039 1.0084 -3.5054
Br 6.3781 0.9647 -4.6353
Br 4.3004 3.1385 -5.6965
H 5.1608 2.7368 -3.4195
C -5.5689 -4.1420 2.8773
Br -4.7926 -5.6866 2.0361
Br -4.5367 -3.5743 4.3981
Br -5.8163 -2.6918 1.6372
H -6.5473 -4.4275 3.2340
C 0.9466 5.2006 2.2135
Br 0.3093 3.4891 2.9614
Br 0.0010 5.5980 0.5887
Br 0.8112 6.6327 3.4963
H 1.9932 5.1071 1.9555
C -4.1298 -8.6894 -1.0428
Br -3.7413 -6.9091 -1.6598
Br -3.5488 -8.9511 0.7739
Br -5.9866 -9.1352 -1.2687
H -3.5613 -9.3705 -1.6582
C -3.9194 2.6620 -7.1231
Br -5.1682 1.4849 -6.2551
Br -2.4167 1.6951 -7.8280
Br -4.7665 3.7331 -8.4789
H -3.5411 3.3384 -6.3691
C -4.3972 7.5296 -8.4236
Br -5.6676 8.4430 -9.5433
Br -2.6008 7.7215 -9.0843
Br -4.5442 8.0703 -6.5835
H -4.6372 6.4784 -8.4629
C 5.5408 0.7345 7.6192
Br 6.3611 -1.0055 7.6252
Br 4.0675 0.8108 6.3800
Br 5.0105 1.2857 9.3808
H 6.2829 1.4382 7.2723
C 4.5388 -7.5385 2.1852
Br 5.4485 -9.1002 1.5201
Br 5.6568 -6.5260 3.3860
Br 3.8583 -6.4481 0.7652
H 3.6900 -7.8824 2.7575
C -2.7202 -3.1509 -3.4140
Br -3.1699 -1.7380 -4.6390
Br -0.8324 -3.5177 -3.4058
Br -3.3782 -2.7899 -1.6414
H -3.2171 -4.0444 -3.7626
C -5.5206 5.3896 -1.9275
Br -6.8207 6.7675 -2.2640
Br -5.4071 4.1492 -3.3932
Br -3.8021 6.1274 -1.4819
H -5.8605 4.8330 -1.0665
C -1.7733 4.1858 -10.9004
Br -1.3120 2.3547 -11.2570
Br -0.3201 5.3772 -11.3083
Br -3.3925 4.7099 -11.8006
H -1.9595 4.2618 -9.8369
C 1.6720 3.8991 -15.1372
Br 1.2167 5.5432 -16.0272
Br 2.8434 4.2007 -13.6400
Br 0.1038 2.9131 -14.6222
H 2.2136 3.2921 -15.8469
*
```

Summary:
Strongest force on any atom   0.093 hartree/bohr
Kohn-Sham gap   9.13 eV